# 1
Here is a structure of composition C28H49N2O2P3Pm in a non-equilibrium geometry from OMol25. Energies are from the ωB97M-V functional and the def2-TZVPD basis.

The geometry in ORCA input format:
```
! wB97M-V def2-TZVPD RIJCOSX def2/J DEFGRID3
* xyz 3 5
Pm -1.374 0.966 -0.673
P -2.287 -1.905 0.003
P 0.757 -0.563 1.295
P 1.280 -0.921 -2.139
H -1.783 5.359 -3.391
C -1.897 4.450 -3.996
C -2.763 3.434 -3.852
H -3.176 3.095 -2.872
C -3.810 -1.638 0.972
C -1.579 -3.256 1.063
C -2.906 -2.985 -1.325
C 2.346 0.357 1.363
C 0.274 -0.163 3.030
C 1.429 -2.257 1.730
C 0.898 -1.202 -3.844
C 1.038 -2.543 -1.506
C 3.044 -0.589 -2.026
H -1.327 4.466 -4.927
H -3.143 2.906 -4.718
H -4.302 -0.714 0.656
H -3.573 -1.542 2.033
H -4.478 -2.487 0.810
H -1.251 -2.871 2.036
H -0.717 -3.754 0.602
H -2.352 -4.020 1.239
H -3.331 -2.376 -2.124
H -3.686 -3.642 -0.929
H -2.117 -3.602 -1.765
H 3.017 -0.150 2.066
H 2.153 1.370 1.732
H 2.828 0.412 0.381
H 0.866 -0.808 3.700
H -0.796 -0.339 3.205
H 0.513 0.883 3.257
H 2.511 -2.190 1.910
H 1.253 -3.005 0.950
H 0.931 -2.625 2.636
H 1.630 -1.876 -4.294
H 0.953 -0.249 -4.346
H -0.125 -1.564 -3.909
H 1.215 -3.209 -2.382
H 0.006 -2.674 -1.107
H 1.808 -2.729 -0.734
H 3.494 -0.933 -2.955
H 3.417 -1.162 -1.188
H 3.297 0.470 -1.873
C 0.303 2.367 -3.174
C 1.147 3.372 -3.668
C 1.847 3.188 -4.843
C 1.518 2.097 -5.669
C 0.392 1.345 -5.345
C -0.279 1.491 -4.127
O 0.054 2.272 -1.854
H 0.951 0.506 -1.806
H 1.144 4.291 -3.090
H 2.682 3.835 -5.098
H 2.114 1.880 -6.583
H 0.183 0.580 -6.064
H -1.270 1.051 -3.929
C -1.474 3.936 5.438
N -0.915 3.607 4.142
N -1.639 2.815 3.305
C -1.103 2.923 2.046
O -1.592 2.263 1.032
C -0.011 3.835 2.139
C 0.014 4.293 3.443
C 0.817 5.361 4.072
C -2.531 1.794 3.807
C -3.735 1.514 3.155
C -4.642 0.621 3.732
C -4.320 -0.018 4.933
C -3.078 0.179 5.532
C -2.167 1.085 4.957
H -2.535 4.193 5.350
H -0.923 4.799 5.818
H -1.364 3.104 6.137
H 0.654 4.023 1.303
H 0.202 6.233 4.326
H 1.301 4.994 4.981
H 1.598 5.690 3.385
H -3.917 2.013 2.194
H -5.604 0.475 3.228
H -5.033 -0.735 5.346
H -2.836 -0.330 6.463
H -1.171 1.162 5.391
*
```

Calculated values
**Largest force on an atom**: 3.15 eV Å⁻¹
**Electronic energy**: -81300.860 eV
**Gap between HOMO and LUMO (alpha / beta)**: 6.078 / 6.285 eV

# 2
Here is the molecule C18H21N5O4 in a non-equilibrium geometry from OMol25. Energies are from the ωB97M-V functional and the def2-TZVPD basis.

The geometry in ORCA input format:
```
! wB97M-V def2-TZVPD RIJCOSX def2/J DEFGRID3
* xyz 0 1
C -2.144 4.315 0.532
C -0.951 3.523 0.049
N -0.090 4.262 -0.577
C 1.016 3.690 -1.012
N 1.624 4.460 -1.821
N 1.460 2.616 -0.682
C 0.690 1.745 -0.082
N 1.161 0.471 0.061
C 1.477 -0.264 -1.213
C 0.487 -1.488 -1.411
C 1.489 -2.571 -1.780
C 0.898 -3.989 -1.748
O 1.534 -4.920 -2.623
C 2.751 -2.321 -1.062
O 3.806 -3.117 -1.500
C 2.981 -0.803 -1.160
O 3.594 -0.392 -2.453
C -0.556 2.217 0.409
C -1.574 1.268 1.076
N -1.295 -0.035 1.102
C -2.175 -0.621 1.981
C -2.276 -1.859 2.655
C -3.148 -1.957 3.807
C -4.025 -0.853 4.231
C -3.919 0.288 3.448
C -3.011 0.362 2.455
O -2.616 1.578 1.919
H -2.042 5.313 0.492
H -2.946 4.029 -0.050
H -2.486 4.032 1.506
H 2.661 4.362 -1.813
H 1.218 5.356 -2.035
H 0.482 -0.060 0.598
H 1.436 0.386 -2.141
H -0.146 -1.644 -0.556
H -0.143 -1.389 -2.259
H 1.630 -2.334 -2.849
H -0.100 -3.858 -2.119
H 0.909 -4.430 -0.770
H 2.494 -4.926 -2.370
H 2.681 -2.639 -0.090
H 4.259 -2.725 -2.300
H 3.535 -0.330 -0.362
H 3.676 0.618 -2.569
H -1.586 -2.562 2.223
H -3.385 -2.852 4.359
H -4.795 -1.132 4.924
H -4.540 1.179 3.577
*
```

Calculated values
**Largest force on an atom**: 8.27 eV Å⁻¹
**Energy relative to the best compared isomer or geometry (same formula, charge and spin)**: 4.166 eV
**Electronic energy**: -34644.927 eV
**Gap between HOMO and LUMO**: 8.551 eV

# 3
Here is a structure of composition C20H20N5NaO2S2 in a non-equilibrium geometry from OMol25. Energies are from the ωB97M-V functional and the def2-TZVPD basis.

The geometry in ORCA input format:
```
! wB97M-V def2-TZVPD RIJCOSX def2/J DEFGRID3
* xyz 0 1
Na -1.699 1.765 1.305
O -0.456 2.820 5.538
C -0.718 2.580 4.315
O -1.706 2.839 3.571
C 0.415 1.756 3.771
C 1.371 1.327 4.739
C 2.324 0.418 4.292
C 2.371 0.008 2.937
C 1.465 0.564 2.068
N 0.438 1.337 2.491
H 1.328 1.799 5.784
H 3.027 -0.046 4.964
H 3.092 -0.740 2.535
H 1.609 0.408 0.980
S 0.900 2.256 -4.889
C 0.319 2.303 -3.242
C -0.156 3.495 -2.723
C -0.826 3.400 -1.524
N -1.012 2.267 -0.834
C -0.573 1.153 -1.397
C 0.151 1.129 -2.544
C 2.558 1.659 -4.521
C 2.782 0.286 -4.392
C 4.104 -0.048 -4.100
N 5.079 0.822 -4.081
C 4.822 2.121 -4.146
C 3.546 2.577 -4.370
H 0.085 4.451 -3.202
H -1.382 4.261 -1.161
H -0.739 0.225 -0.828
H 0.582 0.149 -2.853
H 1.956 -0.441 -4.483
H 4.319 -1.093 -3.774
H 5.680 2.813 -4.112
H 3.247 3.637 -4.341
C -1.566 -4.410 2.112
N -2.707 -3.813 1.387
C -3.856 -4.532 0.889
C -4.826 -3.389 0.493
N -4.075 -2.219 0.830
C -2.834 -2.482 1.249
S -1.658 -1.306 1.446
H -0.846 -4.803 1.392
H -1.894 -5.173 2.799
H -1.060 -3.614 2.612
H -4.242 -5.212 1.692
H -3.518 -5.140 0.032
H -5.755 -3.473 1.103
H -5.013 -3.435 -0.601
H -4.452 -1.257 0.790
*
```

Calculated values
**Largest force on an atom**: 2.77 eV Å⁻¹
**Energy relative to the best compared isomer or geometry (same formula, charge and spin)**: 1.390 eV
**Electronic energy**: -58697.492 eV
**Gap between HOMO and LUMO**: 7.358 eV

# 4
Here is a cluster of 2 separate species, C4H12 in total in a non-equilibrium geometry from OMol25. Energies are from the ωB97M-V functional and the def2-TZVPD basis.

The geometry in ORCA input format:
```
! wB97M-V def2-TZVPD RIJCOSX def2/J DEFGRID3
* xyz 0 1
C -0.964 1.600 0.515
C -2.365 2.161 0.711
H -0.200 2.349 0.659
H -0.857 0.672 1.073
H -0.883 1.219 -0.507
H -3.257 1.536 0.600
H -2.590 2.987 0.038
H -2.434 2.464 1.760
C 1.232 -1.674 -1.171
C 2.157 -2.125 -0.032
H 0.387 -2.359 -1.209
H 0.937 -0.646 -0.997
H 1.621 -1.665 -2.193
H 2.757 -1.272 0.298
H 2.880 -2.857 -0.393
H 1.581 -2.390 0.850
*
```

Calculated values
**Largest force on an atom**: 2.22 eV Å⁻¹
**Energy relative to the best compared isomer or geometry (same formula, charge and spin)**: 0.402 eV
**Electronic energy**: -4342.126 eV
**Gap between HOMO and LUMO**: 12.702 eV

# 5
Here is a structure of composition C30H48CoP2Te in a non-equilibrium geometry from OMol25. Energies are from the ωB97M-V functional and the def2-TZVPD basis.

The geometry in ORCA input format:
```
! wB97M-V def2-TZVPD RIJCOSX def2/J DEFGRID3
* xyz 1 5
Co 0.223 -0.717 0.674
C -0.521 -2.491 1.614
C 0.850 -2.564 1.157
C 0.731 -1.093 2.952
C -0.562 -1.633 2.753
C 1.617 -1.660 1.979
C -1.658 -3.356 1.194
H -1.378 -4.031 0.380
H -2.522 -2.757 0.878
H -1.990 -3.971 2.043
C -1.752 -1.413 3.610
H -2.447 -2.262 3.547
H -2.314 -0.518 3.297
H -1.472 -1.274 4.662
C 1.138 -0.187 4.057
H 0.787 -0.567 5.031
H 0.713 0.823 3.940
H 2.230 -0.085 4.108
C 3.103 -1.617 2.070
H 3.443 -2.223 2.924
H 3.474 -0.601 2.236
H 3.575 -2.025 1.171
C 1.444 -3.630 0.297
H 1.869 -4.449 0.903
H 2.264 -3.226 -0.311
H 0.699 -4.074 -0.373
C -1.664 0.424 -4.170
C -1.752 -0.925 -4.233
C -0.915 -1.764 -5.153
C 0.557 -1.307 -5.296
C 1.214 -0.767 -4.051
C 1.364 0.548 -3.833
C 0.639 1.611 -4.623
C -0.814 1.270 -5.080
H -1.355 -1.783 -6.165
H 0.625 -0.588 -6.125
H -0.933 -2.806 -4.802
H -0.783 0.853 -6.098
H -2.363 0.979 -3.531
H -2.545 -1.451 -3.693
H -1.335 2.235 -5.176
H 0.608 2.538 -4.028
H 2.117 0.921 -3.132
H 1.206 1.861 -5.537
H 1.133 -2.184 -5.625
H 1.728 -1.509 -3.427
P -1.189 -0.262 -0.878
P 1.598 0.959 0.130
C -0.583 1.329 -1.612
C 0.626 2.055 -0.996
H -1.428 2.019 -1.743
H -0.307 0.978 -2.605
H 1.317 2.404 -1.782
H 0.285 2.929 -0.422
C 2.379 2.039 1.356
H 2.915 1.435 2.099
H 1.621 2.641 1.872
H 3.096 2.694 0.839
C 2.957 0.182 -0.803
H 3.369 0.882 -1.538
H 2.620 -0.726 -1.322
H 3.745 -0.104 -0.095
C -2.978 -0.369 -0.953
H -3.291 -1.353 -0.576
H -3.342 -0.249 -1.984
H -3.407 0.409 -0.308
C -0.460 -1.753 -1.670
H 0.608 -1.903 -1.450
H -0.525 -1.662 -2.753
H -1.015 -2.653 -1.376
Te -1.332 1.576 1.774
C -1.280 2.677 3.577
C -1.234 4.085 3.431
C -1.364 4.900 4.567
C -1.509 4.324 5.841
C -1.534 2.927 5.984
C -1.435 2.099 4.853
H -1.125 4.501 2.433
H -1.352 5.987 4.454
H -1.599 4.965 6.722
H -1.633 2.473 6.973
H -1.490 1.012 4.949
*
```

Calculated values
**Largest force on an atom**: 2.53 eV Å⁻¹
**Electronic energy**: -95377.851 eV
**Gap between HOMO and LUMO (alpha / beta)**: 6.888 / 5.784 eV

# 6
Here is a structure of composition C15H13CaF6N4O7S3 from OMol25. Energies are from the ωB97M-V functional and the def2-TZVPD basis.

The geometry in ORCA input format:
```
! wB97M-V def2-TZVPD RIJCOSX def2/J DEFGRID3
* xyz -1 1
Ca 0.058 0.023 -0.239
F -2.667 3.282 -3.529
C -3.312 2.252 -2.976
F -4.599 2.577 -2.845
F -3.218 1.203 -3.794
S -2.564 1.881 -1.335
O -1.221 1.452 -1.687
O -2.714 3.097 -0.604
N -3.510 0.757 -0.798
S -3.204 -0.740 -0.466
O -1.885 -1.205 -0.870
O -3.678 -1.122 0.822
C -4.311 -1.617 -1.646
F -4.201 -2.932 -1.450
F -3.974 -1.346 -2.908
F -5.582 -1.262 -1.459
S 2.365 -0.682 -1.775
C 2.832 0.896 -1.235
C 3.950 1.571 -1.771
C 4.267 2.828 -1.318
C 3.480 3.430 -0.333
C 2.404 2.717 0.145
N 2.088 1.489 -0.277
H 4.529 1.080 -2.540
H 5.121 3.353 -1.729
H 3.697 4.420 0.044
H 1.752 3.134 0.906
N -2.549 -1.810 4.180
C -2.241 -3.035 3.721
O -2.735 -4.066 4.161
C -1.204 -3.101 2.632
C -0.999 -4.306 1.976
C -0.076 -4.365 0.945
C 0.606 -3.210 0.597
N 0.428 -2.049 1.232
C -0.457 -2.004 2.232
H -3.269 -1.769 4.880
H -2.219 -0.931 3.779
H -1.580 -5.166 2.283
H 0.102 -5.283 0.402
H 1.323 -3.194 -0.217
H -0.583 -1.037 2.703
C -1.517 2.880 2.748
C -1.456 1.373 2.592
O -1.753 0.642 3.548
O -1.051 0.950 1.457
H -1.875 3.147 3.739
H -2.169 3.289 1.978
H -0.524 3.301 2.583
*
```

Calculated values
**Largest force on an atom**: 0.57 eV Å⁻¹
**Energy relative to the best compared isomer or geometry (same formula, charge and spin)**: 0.000 eV
**Electronic energy**: -103316.755 eV
**Gap between HOMO and LUMO**: 7.835 eV